Record 1
# C12H40O8

8 unconnected molecules or ions with the total composition C12H40O8 (ωB97M-V/def2-TZVPD, the OMol25 dataset).

Geometry (Å):
O1 -1.8183 -0.9552 -2.2566
H1 -1.3859 -1.1684 -1.4296
H2 -1.1013 -0.8481 -2.8816
O2 0.2902 -0.2890 -3.6180
H3 1.0809 -0.0007 -3.1620
H4 0.5495 -0.3418 -4.5379
O3 0.2918 -0.7637 -0.1318
H5 1.1280 -0.7886 -0.5969
H6 0.2073 0.1434 0.1618
O4 2.6210 -0.2661 -1.9473
H7 2.8831 -0.7042 -2.7570
H8 3.3287 0.3533 -1.7696
C1 1.9542 2.3647 3.7298
C2 2.5600 1.4676 2.6840
C3 1.9085 0.0831 2.6136
O5 2.4520 1.9922 1.4033
H9 2.1229 2.0293 4.7531
H10 0.9067 2.5444 3.4882
H11 2.4916 3.3078 3.6308
H12 3.5953 1.2843 2.9714
H13 2.4379 -0.7369 2.1286
H14 0.9269 0.0952 2.1400
H15 1.7444 -0.2788 3.6286
H16 1.5196 2.1403 1.2296
C4 2.3498 -5.0763 -3.9562
C5 0.9997 -4.8066 -3.2268
C6 1.2192 -3.7655 -2.1409
O6 0.1011 -4.3004 -4.2244
H17 2.1141 -5.6001 -4.8826
H18 3.1538 -5.5270 -3.3743
H19 2.8080 -4.1383 -4.2698
H20 0.6027 -5.7468 -2.8441
H21 1.4785 -2.8012 -2.5777
H22 2.0140 -4.0865 -1.4676
H23 0.2835 -3.6263 -1.5993
H24 -0.6812 -3.9775 -3.7713
C7 0.4773 2.6751 -1.5457
C8 -0.3810 3.1965 -0.3719
C9 -1.9034 2.9894 -0.5945
O7 -0.0502 2.5472 0.8455
H25 0.2695 3.2726 -2.4333
H26 0.3622 1.5971 -1.6586
H27 1.5591 2.7181 -1.4189
H28 -0.1894 4.2692 -0.3469
H29 -2.2341 3.3429 -1.5711
H30 -2.5129 3.4295 0.1948
H31 -2.1618 1.9339 -0.6789
H32 -0.6150 2.8838 1.5451
C10 -3.5715 1.0882 4.3732
C11 -3.3508 1.1026 2.8548
C12 -3.0390 -0.2188 2.1356
O8 -4.5138 1.5743 2.3000
H33 -2.6746 0.7983 4.9205
H34 -4.4479 0.4940 4.6318
H35 -3.7760 2.1154 4.6752
H36 -2.5138 1.7737 2.6623
H37 -3.8470 -0.9496 2.1016
H38 -2.2002 -0.7201 2.6185
H39 -2.6011 -0.0759 1.1477
H40 -5.2229 0.9510 2.4738

Forces on atoms 1 to 6 (eV/Å):
-1.1 -0.3 0.2
0.3 0.0 0.3
0.3 0.2 -0.1
0.4 0.1 -0.7
0.2 0.2 0.6
-0.1 -0.1 -0.4

The energy above the lowest of the compared OMol25 structures with the same formula, charge and spin is 104.7 kJ/mol. As for the net charge: 0. The highest occupied orbital energy is -9.70 eV.

Record 2
# C29H31N2O3S4Ti

A molecular structure, C29H31N2O3S4Ti (ωB97M-V/def2-TZVPD, the OMol25 dataset).

Geometry (Å):
Ti1 -0.1697 0.1138 0.6215
S1 -2.1461 -1.2494 0.8113
C1 -1.5262 -2.8397 0.8723
N1 -2.1227 -3.8076 1.5020
C2 -1.6071 -5.1836 1.3834
C3 -1.0917 -5.3888 -0.0153
N2 -0.0715 -4.3669 -0.3010
C4 1.1259 -4.8429 -1.0335
C5 1.8909 -5.8272 -0.1854
C6 2.4394 -5.4218 1.0299
C7 3.1243 -6.3316 1.8181
C8 3.2709 -7.6475 1.3938
C9 2.7321 -8.0517 0.1825
C10 2.0377 -7.1428 -0.6054
C11 -0.2329 -3.1582 0.1484
S2 0.9626 -1.9505 0.0166
C12 -3.2915 -3.6281 2.4039
C13 -3.0038 -4.2644 3.7363
C14 -3.7299 -5.3688 4.1622
C15 -3.4521 -5.9512 5.3921
C16 -2.4439 -5.4339 6.1905
C17 -1.7152 -4.3279 5.7671
C18 -1.9961 -3.7424 4.5445
H1 -2.4268 -5.8672 1.5930
H2 -0.8286 -5.3493 2.1304
H3 -1.8883 -5.3215 -0.7597
H4 -0.6134 -6.3628 -0.0924
H5 1.7189 -3.9755 -1.3080
H6 0.7612 -5.3201 -1.9442
H7 2.3467 -4.3897 1.3520
H8 3.5574 -6.0151 2.7575
H9 3.8128 -8.3545 2.0072
H10 2.8528 -9.0729 -0.1524
H11 1.6218 -7.4575 -1.5561
H12 -4.1484 -4.0949 1.9159
H13 -3.4793 -2.5617 2.4861
H14 -4.5254 -5.7679 3.5427
H15 -4.0266 -6.8046 5.7256
H16 -2.2289 -5.8855 7.1495
H17 -0.9385 -3.9180 6.3986
H18 -1.4410 -2.8663 4.2227
O1 3.7646 6.1304 0.7728
C19 3.3335 5.0393 0.1293
O2 3.4623 4.9251 -1.0569
C20 2.6355 3.9766 0.9318
C21 1.8114 4.2624 2.0184
C22 1.0531 3.2712 2.6106
C23 1.1393 1.9551 2.1526
S3 0.0523 0.7126 2.8207
C24 2.0164 1.6637 1.0979
C25 2.7439 2.6725 0.4795
H19 3.7336 6.0274 1.7318
H20 1.7120 5.2812 2.3744
H21 0.3780 3.5119 3.4207
H22 2.1809 0.6372 0.7598
H23 3.3833 2.4542 -0.3656
O3 -0.4684 1.3073 -0.8834
S4 -1.4697 2.2755 -1.6062
C26 -0.4662 3.7862 -1.8097
C27 -0.1383 3.9264 -3.2962
C28 -0.0856 2.5140 -3.8709
C29 -1.3354 1.8216 -3.3453
H24 0.4169 3.5823 -1.1998
H25 -1.0164 4.6216 -1.3815
H26 0.8045 4.4580 -3.4168
H27 -0.9122 4.5080 -3.7988
H28 0.8077 1.9881 -3.5293
H29 -0.0775 2.5142 -4.9597
H30 -1.3471 0.7343 -3.4034
H31 -2.2501 2.2098 -3.8016

Forces on atoms 1 to 6 (eV/Å):
0.0 0.4 -0.1
-0.2 -0.1 0.1
0.1 0.2 -0.2
0.0 -0.1 0.0
0.0 0.0 -0.1
0.0 0.0 0.0

The energy above the lowest of the compared OMol25 structures with the same formula, charge and spin is 0.0 kJ/mol. As for the net charge: +2. The highest occupied orbital energy (spin up / spin down) is -13.79 / -13.79 eV. The expectation value of S² is 0.7557. As for the multiplicity: 2.